Version P
Formula: C3H11N2
Source: the OMol25 dataset
Level of theory: ωB97M-V/def2-TZVPD

Results
Orbital gap ... 10.3 eV
Total charge ... +1

Bonds (Å) are listed after each position.
Geometry (Å):
1 C 1.078 1.572 -1.009  C2 1.498, H3 1.111, H4 1.145, H5 1.181
2 C 0.722 2.776 -0.192  C1 1.498, H6 1.103, H7 1.094, H8 1.124
3 H 0.405 1.296 -1.849  C1 1.111
4 H 2.103 1.709 -1.499  C1 1.145
5 H 1.574 0.612 -0.532  C1 1.181
6 H 0.751 3.724 -0.756  C2 1.103
7 H 1.466 2.980 0.583  C2 1.094
8 H -0.257 2.662 0.348  C2 1.124
9 N -1.819 -1.829 0.546  C10 1.310, H12 1.003, H13 0.994
10 C -0.726 -1.188 0.216  N9 1.310, N11 1.346, H14 1.156
11 N 0.522 -1.588 0.526  C10 1.346, H15 0.999, H16 1.037
12 H -1.768 -2.813 0.734  N9 1.003
13 H -2.658 -1.334 0.744  N9 0.994
14 H -0.925 -0.252 -0.432  C10 1.156
15 H 1.272 -1.158 0.026  N11 0.999
16 H 0.679 -2.473 1.042  N11 1.037

Here are the Löwdin charges for atoms 1 to 8, given in e: -0.21, -0.17, 0.07, 0.09, 0.06, 0.08, 0.07, 0.08



Version Q
Formula: C3H11N2
Source: the OMol25 dataset
Level of theory: ωB97M-V/def2-TZVPD

Results
Orbital gap ... 10.8 eV
Total charge ... +1

Bonds (Å) are listed after each position.
Geometry (Å):
1 C -0.213 2.032 -0.385  C2 1.519, H3 1.090, H4 1.085, H5 1.090
2 C 0.469 3.138 0.402  C1 1.519, H6 1.087, H7 1.090, H8 1.081
3 H -0.663 2.421 -1.297  C1 1.090
4 H -0.994 1.584 0.221  C1 1.085
5 H 0.547 1.290 -0.634  C1 1.090
6 H -0.264 3.869 0.733  C2 1.087
7 H 0.891 2.709 1.311  C2 1.090
8 H 1.260 3.607 -0.165  C2 1.081
9 N 0.626 -1.666 -0.228  C10 1.315, H12 1.012, H13 1.010
10 C -0.485 -2.356 -0.087  N9 1.315, N11 1.311, H14 1.079
11 N -0.564 -3.638 0.174  C10 1.311, H15 1.008, H16 1.012
12 H 1.498 -2.177 -0.176  N9 1.012
13 H 0.469 -0.668 -0.222  N9 1.010
14 H -1.406 -1.802 -0.175  C10 1.079
15 H -1.388 -4.089 0.541  N11 1.008
16 H 0.217 -4.254 -0.013  N11 1.012

Here are the Löwdin charges for atoms 1 to 8, given in e: -0.18, -0.16, 0.07, 0.06, 0.04, 0.07, 0.07, 0.07



Version R
Formula: C3H11N2
Source: the OMol25 dataset
Level of theory: ωB97M-V/def2-TZVPD

Results
Structure (SMILES) ... NCCC[NH3+]
Orbital gap ... 10.6 eV
Total charge ... +1

Bonds (Å) are listed after each position.
Geometry (Å):
1 N -1.142 1.227 -0.299  C2 1.507, H6 1.008, H7 1.007
2 C 0.245 1.355 0.276  N1 1.507, C3 1.526, H8 1.092, H9 1.087
3 C 0.704 0.047 0.913  C2 1.526, C4 1.521, H10 1.083, H11 1.085
4 C 0.869 -1.095 -0.076  C3 1.521, N5 1.486, H12 1.101, H13 1.090
5 N -0.433 -1.449 -0.697  C4 1.486, H14 1.027, H15 1.051, H16 1.017
6 H -1.806 1.611 0.356  N1 1.008
7 H -1.171 1.611 -1.230  N1 1.007
8 H 0.065 2.154 0.998  C2 1.092
9 H 0.913 1.782 -0.466  C2 1.087
10 H 1.661 0.239 1.385  C3 1.083
11 H -0.026 -0.205 1.675  C3 1.085
12 H 1.163 -1.951 0.551  C4 1.101
13 H 1.664 -1.111 -0.822  C4 1.090
14 H -1.088 -1.957 -0.090  N5 1.027
15 H -1.066 -0.631 -0.882  N5 1.051
16 H -0.289 -1.962 -1.563  N5 1.017

Here are the Löwdin charges for atoms 1 to 8, given in e: -0.02, -0.22, -0.17, -0.15, 0.16, 0.09, 0.08, 0.12



The relative energies come out as version P 73.4; version Q 0.0; version R 8.2, with values in kJ/mol.



Version P
Formula: C3H11N2
Source: the OMol25 dataset
Level of theory: ωB97M-V/def2-TZVPD

Results
Orbital gap (alpha / beta) ... 7.5 / 9.5 eV
Total charge ... +1

Bonds (Å) are listed after each position.
Geometry (Å):
1 C -1.518 0.479 -0.339  N5 1.404, H6 1.091, H7 1.110, H8 1.120
2 C 0.112 -1.242 -0.981  N5 1.504, H9 1.166, H10 1.098, H11 1.089
3 C 0.464 0.136 0.978  N4 1.354, N5 1.433, H13 1.066
4 N 1.809 0.003 1.070  C3 1.354, H14 1.056, H15 1.081
5 N -0.176 0.068 -0.301  C1 1.404, C2 1.504, C3 1.433, H16 1.037
6 H -2.189 0.124 0.445  C1 1.091
7 H -1.651 1.572 -0.203  C1 1.110
8 H -2.020 0.183 -1.295  C1 1.120
9 H 0.065 -1.060 -2.132  C2 1.166
10 H 1.029 -1.597 -0.492  C2 1.098
11 H -0.615 -2.053 -0.955  C2 1.089
12 H -0.277 2.323 0.870  no bonds
13 H -0.040 -0.011 1.905  C3 1.066
14 H 2.243 -0.099 2.027  N4 1.056
15 H 2.385 0.434 0.263  N4 1.081
16 H 0.380 0.741 -0.861  N5 1.037

Here are the Löwdin charges for atoms 1 to 8, given in e: -0.09, 0.02, -0.23, 0.09, -0.24, 0.12, 0.06, 0.13



Version Q
Formula: C3H11N2
Source: the OMol25 dataset
Level of theory: ωB97M-V/def2-TZVPD

Results
Orbital gap ... 8.0 eV
Total charge ... +1

Bonds (Å) are listed after each position.
Geometry (Å):
1 C 1.744 -3.457 -2.108  C2 1.481, H3 1.101, H4 1.055, H5 1.129
2 C 0.637 -2.885 -1.307  C1 1.481, H6 1.184, H7 1.134, H8 1.185
3 H 1.937 -4.510 -1.854  C1 1.101
4 H 2.662 -2.937 -2.079  C1 1.055
5 H 1.393 -3.560 -3.176  C1 1.129
6 H 1.149 -2.472 -0.322  C2 1.184
7 H 0.057 -2.057 -1.823  C2 1.134
8 H -0.180 -3.659 -0.938  C2 1.185
9 N -0.693 1.460 0.394  C10 1.339, H12 0.951, H13 1.083
10 C -0.799 2.643 1.010  N9 1.339, N11 1.337, H14 1.138
11 N -1.147 2.806 2.291  C10 1.337, H15 1.001, H16 0.996
12 H -1.406 0.858 0.209  N9 0.951
13 H 0.181 1.251 -0.211  N9 1.083
14 H -0.636 3.511 0.293  C10 1.138
15 H -1.145 3.728 2.680  N11 1.001
16 H -0.624 2.174 2.857  N11 0.996

Here are the Löwdin charges for atoms 1 to 8, given in e: -0.21, -0.23, 0.07, 0.05, 0.09, 0.08, 0.06, 0.10



Version R
Formula: C3H11N2
Source: the OMol25 dataset
Level of theory: ωB97M-V/def2-TZVPD

Results
Orbital gap ... 5.3 eV
Total charge ... +1

Bonds (Å) are listed after each position.
Geometry (Å):
1 N 2.167 0.061 1.044  C2 1.465, H7 0.956, H8 0.930
2 C 1.057 0.059 0.087  N1 1.465, C3 1.501, C4 1.562, H9 1.145
3 C 0.110 1.223 0.083  C2 1.501, H10 1.085, H11 1.087, H12 1.082
4 C 0.231 -1.266 0.032  C2 1.562, N5 1.389, H13 1.088, H14 1.116
5 N -0.748 -1.025 -0.925  C4 1.389, H16 1.022
6 H -12.116 3.057 -1.950  no bonds
7 H 3.060 0.112 0.707  N1 0.956
8 H 2.082 0.796 1.607  N1 0.930
9 H 1.386 0.092 -1.010  C2 1.145
10 H 0.511 2.229 0.021  C3 1.085
11 H -0.435 1.424 1.001  C3 1.087
12 H -0.682 1.105 -0.646  C3 1.082
13 H 0.773 -2.119 -0.372  C4 1.088
14 H -0.003 -1.345 1.121  C4 1.116
15 H -11.338 2.948 -1.566  no bonds
16 H -1.561 -1.644 -0.954  N5 1.022

Here are the Löwdin charges for atoms 1 to 8, given in e: 0.18, -0.40, -0.05, -0.17, 0.37, 0.00, 0.08, 0.04



Version S
Formula: C3H11N2
Source: the OMol25 dataset
Level of theory: ωB97M-V/def2-TZVPD

Results
Orbital gap ... 11.0 eV
Total charge ... +1

Bonds (Å) are listed after each position.
Geometry (Å):
1 C 0.237 -3.019 -0.767  N2 1.271, H3 1.075, H4 1.107
2 N -0.291 -2.697 0.344  C1 1.271, H5 1.034
3 H 0.195 -2.304 -1.568  C1 1.075
4 H 0.634 -4.045 -0.888  C1 1.107
5 H -0.220 -3.528 0.955  N2 1.034
6 H -1.120 -0.299 0.487  N9 1.024
7 C 0.445 2.395 -0.371  C8 1.495, H10 1.105, H11 1.080, H12 1.119
8 C 0.520 1.036 0.249  C7 1.495, N9 1.540, H13 1.146, H14 1.071
9 N -0.902 0.674 0.718  H6 1.024, C8 1.540, H15 1.018, H16 1.031
10 H 0.293 3.227 0.340  C7 1.105
11 H 1.119 2.828 -1.095  C7 1.080
12 H -0.509 2.405 -0.957  C7 1.119
13 H 0.829 0.180 -0.446  C8 1.146
14 H 1.285 0.935 0.992  C8 1.071
15 H -0.878 0.945 1.699  N9 1.018
16 H -1.637 1.269 0.307  N9 1.031

Here are the Löwdin charges for atoms 1 to 8, given in e: -0.11, 0.00, 0.05, 0.09, 0.06, 0.13, -0.09, -0.19



The relative energies come out as version P 388.9; version Q 70.9; version R 596.5; version S 0.0, with values in kJ/mol.



Version P
Formula: C5H8O
Source: the OMol25 dataset
Level of theory: ωB97M-V/def2-TZVPD

Results
Structure (SMILES) ... C[C@]12CC[C@H]1O2
Orbital gap ... 10.7 eV
Total charge ... 0

Bonds (Å) are listed after each position.
Geometry (Å):
1 C -1.852 0.390 0.290  C2 1.495, H7 1.094, H8 1.097, H9 1.094
2 C -0.466 -0.026 -0.085  C1 1.495, C3 1.532, C5 1.469, O6 1.428
3 C 0.634 -0.550 0.844  C2 1.532, C4 1.557, H10 1.095, H11 1.094
4 C 1.681 -0.201 -0.255  C3 1.557, C5 1.531, H12 1.092, H13 1.093
5 C 0.538 0.423 -1.059  C2 1.469, C4 1.531, O6 1.425, H14 1.087
6 O -0.327 -0.671 -1.351  C2 1.428, C5 1.425
7 H -1.858 1.020 1.185  C1 1.094
8 H -2.441 -0.510 0.506  C1 1.097
9 H -2.337 0.922 -0.534  C1 1.094
10 H 0.741 0.114 1.708  C3 1.095
11 H 0.555 -1.585 1.187  C3 1.094
12 H 2.479 0.469 0.073  C4 1.092
13 H 2.108 -1.066 -0.769  C4 1.093
14 H 0.547 1.270 -1.740  C5 1.087

Here are the Löwdin charges for atoms 1 to 8, given in e: 0.00, -0.46, -0.08, -0.10, -0.21, 0.01, 0.08, 0.09



Version Q
Formula: C5H8O
Source: the OMol25 dataset
Level of theory: ωB97M-V/def2-TZVPD

Results
Structure (SMILES) ... C1CC2(C1)CO2
Orbital gap ... 11.1 eV
Total charge ... 0

Bonds (Å) are listed after each position.
Geometry (Å):
1 C -1.535 0.027 -0.434  C2 1.552, C4 1.554, H7 1.094, H8 1.093
2 C -0.757 -0.434 0.827  C1 1.552, C3 1.528, H9 1.095, H10 1.097
3 C 0.513 0.114 0.180  C2 1.528, C4 1.530, C5 1.462, O6 1.412
4 C -0.191 0.289 -1.168  C1 1.554, C3 1.530, H11 1.096, H12 1.097
5 C 1.919 -0.051 0.543  C3 1.462, O6 1.427, H13 1.094, H14 1.095
6 O 1.226 1.173 0.782  C3 1.412, C5 1.427
7 H -2.098 0.948 -0.258  C1 1.094
8 H -2.200 -0.715 -0.886  C1 1.093
9 H -1.020 0.037 1.780  C2 1.095
10 H -0.728 -1.524 0.949  C2 1.097
11 H -0.063 1.272 -1.635  C4 1.096
12 H 0.065 -0.494 -1.892  C4 1.097
13 H 2.168 -0.633 1.436  C5 1.094
14 H 2.699 -0.008 -0.225  C5 1.095

Here are the Löwdin charges for atoms 1 to 8, given in e: -0.15, -0.09, -0.46, -0.09, -0.08, -0.01, 0.10, 0.10



Version R
Formula: C5H8O
Source: the OMol25 dataset
Level of theory: ωB97M-V/def2-TZVPD

Results
Orbital gap ... 8.7 eV
Total charge ... 0

Bonds (Å) are listed after each position.
Geometry (Å):
1 C 1.645 0.623 0.614  C2 1.468, H7 1.099, H8 1.112, H9 1.096
2 C 0.512 1.179 -0.134  C1 1.468, C6 1.469
3 C -0.427 -1.136 -1.061  C4 1.528, H10 1.097, H11 1.095, H12 1.093
4 C -1.370 -0.390 -0.118  C3 1.528, O5 1.420, C6 1.472, H13 1.093
5 O -1.005 -0.312 1.252  C4 1.420, C6 1.441
6 C -0.806 0.855 0.430  C2 1.469, C4 1.472, O5 1.441, H14 1.089
7 H 1.472 -0.162 1.363  C1 1.099
8 H 1.849 1.576 1.149  C1 1.112
9 H 2.548 0.437 0.021  C1 1.096
10 H 0.306 -0.417 -1.448  C3 1.097
11 H 0.102 -1.912 -0.499  C3 1.095
12 H -0.936 -1.561 -1.930  C3 1.093
13 H -2.447 -0.493 -0.275  C4 1.093
14 H -1.443 1.713 0.638  C6 1.089

Here are the Löwdin charges for atoms 1 to 8, given in e: -0.14, 0.03, -0.03, -0.29, -0.04, -0.32, 0.08, 0.11



The relative energies come out as version P 0.0; version Q 5.3; version R 281.5, with values in kJ/mol.